Entry 1:
{
  "formula": "C58H161N13O16",
  "method": "ωB97M-V with the def2-TZVPD basis set",
  "species": ["C", "C", "O", "H", "H", "H", "H", "H", "H", "C", "C", "O", "H", "H", "H", "H", "H", "H", "C", "C", "O", "H", "H", "H", "H", "H", "H", "C", "C", "C", "O", "C", "N", "H", "H", "H", "H", "H", "H", "H", "H", "H", "H", "H", "C", "C", "C", "O", "C", "N", "H", "H", "H", "H", "H", "H", "H", "H", "H", "H", "H", "C", "C", "C", "O", "C", "N", "H", "H", "H", "H", "H", "H", "H", "H", "H", "H", "H", "C", "C", "C", "O", "C", "N", "H", "H", "H", "H", "H", "H", "H", "H", "H", "H", "H", "C", "C", "C", "O", "C", "N", "H", "H", "H", "H", "H", "H", "H", "H", "H", "H", "H", "C", "C", "C", "O", "C", "N", "H", "H", "H", "H", "H", "H", "H", "H", "H", "H", "H", "C", "C", "C", "O", "C", "N", "H", "H", "H", "H", "H", "H", "H", "H", "H", "H", "H", "C", "C", "C", "O", "C", "N", "H", "H", "H", "H", "H", "H", "H", "H", "H", "H", "H", "C", "C", "C", "O", "C", "N", "H", "H", "H", "H", "H", "H", "H", "H", "H", "H", "H", "C", "C", "C", "O", "C", "N", "H", "H", "H", "H", "H", "H", "H", "H", "H", "H", "H", "C", "C", "C", "O", "C", "N", "H", "H", "H", "H", "H", "H", "H", "H", "H", "H", "H", "C", "C", "C", "O", "C", "N", "H", "H", "H", "H", "H", "H", "H", "H", "H", "H", "H", "C", "C", "C", "O", "C", "N", "H", "H", "H", "H", "H", "H", "H", "H", "H", "H", "H"],
  "xyz": [[6.124, -16.423, 7.511], [6.452, -15.075, 8.196], [7.639, -15.395, 8.951], [5.650, -16.334, 6.534], [5.529, -17.060, 8.167], [6.999, -17.058, 7.377], [5.673, -14.745, 8.883], [6.615, -14.394, 7.361], [7.349, -15.906, 9.711], [1.451, -18.463, 5.978], [-0.013, -17.844, 5.997], [-0.512, -17.643, 7.274], [1.864, -18.317, 4.979], [1.379, -19.550, 6.022], [2.213, -18.152, 6.693], [-0.732, -18.510, 5.521], [-0.176, -16.886, 5.502], [0.166, -17.119, 7.706], [1.699, -20.969, 9.491], [1.855, -22.393, 8.936], [0.534, -22.842, 8.730], [2.703, -20.613, 9.717], [1.085, -20.913, 10.390], [1.319, -20.349, 8.679], [2.414, -23.065, 9.586], [2.287, -22.369, 7.935], [0.206, -22.320, 7.994], [11.836, -15.497, 12.428], [11.963, -14.759, 13.774], [12.357, -15.586, 15.038], [13.544, -16.387, 14.738], [13.874, -17.340, 15.723], [13.046, -13.720, 13.623], [11.282, -14.904, 11.700], [11.210, -16.359, 12.659], [12.756, -15.805, 11.930], [11.039, -14.239, 14.028], [11.580, -16.320, 15.255], [12.556, -14.997, 15.933], [14.639, -18.040, 15.386], [13.001, -17.969, 15.901], [14.145, -16.877, 16.672], [13.069, -13.413, 12.661], [13.913, -14.219, 13.764], [4.522, -12.074, 7.721], [4.159, -10.858, 8.618], [2.627, -10.544, 8.515], [2.475, -9.442, 7.603], [1.136, -9.041, 7.066], [4.528, -11.114, 10.002], [5.603, -12.207, 7.680], [4.188, -11.838, 6.710], [4.069, -13.009, 8.049], [4.761, -10.032, 8.239], [2.312, -10.147, 9.480], [2.150, -11.479, 8.220], [0.363, -8.906, 7.822], [0.767, -9.818, 6.397], [1.182, -8.161, 6.424], [4.749, -10.232, 10.442], [5.430, -11.559, 9.911], [4.942, -13.851, 3.357], [3.705, -14.534, 3.148], [2.322, -13.767, 3.070], [1.975, -13.263, 4.349], [0.801, -12.511, 4.498], [4.073, -15.171, 1.894], [4.907, -13.353, 4.326], [4.962, -13.128, 2.542], [5.824, -14.490, 3.378], [3.650, -15.318, 3.903], [1.515, -14.417, 2.733], [2.421, -12.959, 2.346], [-0.079, -13.155, 4.492], [0.778, -11.696, 3.775], [0.970, -12.096, 5.491], [3.484, -15.920, 1.559], [4.933, -15.574, 2.240], [4.742, -15.872, 13.025], [4.108, -14.565, 12.359], [3.134, -13.837, 13.308], [3.810, -13.918, 14.571], [3.223, -13.117, 15.550], [5.268, -13.758, 12.059], [4.015, -16.564, 13.450], [5.433, -15.706, 13.851], [5.380, -16.271, 12.236], [3.504, -14.895, 11.514], [2.179, -14.361, 13.311], [3.051, -12.833, 12.891], [3.580, -13.486, 16.512], [2.136, -13.206, 15.537], [3.521, -12.080, 15.401], [5.004, -12.922, 11.558], [5.573, -13.496, 12.986], [1.244, -17.743, 10.963], [2.287, -17.479, 9.876], [2.321, -16.062, 9.155], [1.184, -15.980, 8.316], [1.280, -14.805, 7.495], [3.600, -17.788, 10.304], [1.416, -17.335, 11.959], [1.007, -18.799, 11.093], [0.376, -17.211, 10.573], [2.100, -18.145, 9.034], [3.314, -15.897, 8.738], [2.356, -15.253, 9.884], [1.334, -14.045, 8.275], [0.406, -14.630, 6.867], [2.205, -14.859, 6.921], [3.516, -18.720, 10.682], [3.805, -17.088, 11.004], [1.035, -19.484, 2.046], [2.417, -19.884, 1.713], [3.487, -18.836, 1.850], [3.366, -17.719, 0.930], [3.322, -18.062, -0.470], [2.803, -21.127, 2.392], [0.350, -20.012, 1.382], [0.917, -18.425, 1.815], [0.744, -19.737, 3.066], [2.426, -20.050, 0.635], [4.494, -19.250, 1.797], [3.402, -18.456, 2.868], [2.576, -18.825, -0.690], [4.312, -18.435, -0.734], [3.106, -17.255, -1.170], [3.765, -21.423, 2.309], [2.225, -21.912, 2.128], [9.573, -22.894, 5.565], [9.681, -21.559, 6.293], [10.224, -21.677, 7.767], [10.062, -20.376, 8.405], [10.488, -20.395, 9.774], [10.077, -20.508, 5.467], [9.290, -22.738, 4.524], [8.814, -23.532, 6.018], [10.523, -23.411, 5.436], [8.630, -21.347, 6.485], [11.296, -21.873, 7.758], [9.769, -22.518, 8.290], [11.523, -20.068, 9.877], [10.259, -21.315, 10.312], [9.775, -19.694, 10.206], [11.077, -20.641, 5.502], [10.023, -19.780, 6.165], [6.977, -25.317, 11.270], [7.825, -24.234, 10.670], [6.958, -22.942, 10.426], [5.929, -23.086, 9.492], [6.162, -22.394, 8.358], [9.094, -23.914, 11.345], [6.519, -25.135, 12.243], [7.637, -26.184, 11.246], [6.176, -25.582, 10.580], [7.976, -24.620, 9.662], [7.682, -22.223, 10.043], [6.661, -22.534, 11.392], [7.133, -22.521, 7.880], [6.222, -21.331, 8.588], [5.399, -22.523, 7.590], [9.783, -23.487, 10.742], [9.022, -23.151, 12.002], [7.731, -18.003, 12.850], [7.874, -18.966, 13.995], [6.848, -18.692, 15.220], [6.945, -17.243, 15.642], [5.754, -16.658, 16.295], [7.601, -20.269, 13.361], [7.781, -17.017, 13.312], [6.802, -18.068, 12.282], [8.470, -17.995, 12.049], [8.811, -18.839, 14.537], [7.228, -19.369, 15.985], [5.831, -19.000, 14.977], [4.834, -16.941, 15.784], [5.765, -15.571, 16.215], [5.741, -17.094, 17.294], [6.605, -20.285, 13.199], [7.719, -20.962, 14.086], [7.317, -18.086, 2.105], [8.042, -18.367, 3.396], [7.285, -19.042, 4.534], [6.210, -18.240, 4.941], [5.102, -18.727, 5.537], [9.189, -19.157, 2.989], [6.373, -17.597, 2.349], [6.976, -19.004, 1.626], [7.854, -17.550, 1.322], [8.374, -17.453, 3.889], [7.855, -19.234, 5.443], [6.861, -19.995, 4.218], [4.367, -17.969, 5.808], [5.420, -19.193, 6.470], [4.545, -19.394, 4.879], [9.634, -19.494, 3.831], [8.880, -20.013, 2.551], [11.287, -16.732, 6.313], [11.013, -15.257, 5.926], [9.589, -14.806, 6.185], [9.169, -13.596, 5.483], [7.696, -13.390, 5.550], [11.819, -14.384, 6.764], [10.728, -17.028, 7.200], [12.330, -16.929, 6.561], [11.094, -17.386, 5.462], [11.170, -15.179, 4.850], [9.384, -14.868, 7.253], [8.948, -15.580, 5.764], [7.349, -12.953, 6.487], [7.160, -14.321, 5.362], [7.386, -12.684, 4.780], [12.282, -13.788, 6.093], [11.215, -13.752, 7.270], [7.789, -9.813, 10.357], [8.252, -11.073, 9.616], [9.737, -11.626, 9.722], [10.588, -10.604, 9.127], [10.739, -10.712, 7.770], [7.318, -12.161, 10.040], [6.951, -9.316, 9.868], [8.677, -9.193, 10.234], [7.615, -9.924, 11.428], [8.081, -10.944, 8.548], [9.874, -12.592, 9.237], [10.046, -11.734, 10.762], [11.445, -10.069, 7.245], [9.801, -10.635, 7.220], [11.125, -11.689, 7.478], [7.594, -13.024, 9.594], [7.533, -12.437, 10.987], [6.900, -9.471, 6.044], [6.235, -8.618, 5.081], [4.785, -8.297, 5.370], [4.464, -7.140, 4.500], [3.233, -6.552, 4.872], [7.042, -7.433, 4.872], [7.979, -9.541, 5.903], [6.606, -10.511, 5.901], [6.689, -9.218, 7.082], [6.207, -9.058, 4.084], [4.748, -7.952, 6.403], [4.083, -9.104, 5.160], [3.165, -6.265, 5.921], [2.297, -7.083, 4.696], [3.227, -5.635, 4.283], [6.307, -6.815, 4.560], [7.532, -7.720, 4.037]],
  "lowdin_charge": [-0.079, -0.269, -0.106, 0.057, 0.054, 0.077, 0.096, 0.054, 0.078, -0.050, -0.302, -0.092, 0.043, 0.062, 0.051, 0.104, 0.097, 0.008, -0.082, -0.304, -0.087, 0.061, 0.076, 0.065, 0.114, 0.106, 0.079, -0.063, -0.379, -0.158, -0.217, -0.121, 0.020, 0.066, 0.064, 0.081, 0.124, 0.109, 0.122, 0.087, 0.076, 0.085, 0.053, 0.053, -0.043, -0.400, -0.163, -0.221, -0.044, 0.037, 0.041, 0.079, 0.065, 0.112, 0.114, 0.105, 0.080, 0.059, 0.060, 0.069, 0.000, -0.112, -0.451, -0.142, -0.223, -0.108, 0.045, 0.077, 0.103, 0.083, 0.131, 0.121, 0.121, 0.087, 0.090, 0.071, 0.044, 0.047, -0.059, -0.389, -0.173, -0.219, -0.114, 0.058, 0.077, 0.050, 0.048, 0.098, 0.123, 0.125, 0.086, 0.087, 0.090, 0.034, 0.077, -0.029, -0.427, -0.165, -0.230, -0.045, 0.057, 0.072, 0.058, 0.081, 0.103, 0.107, 0.102, 0.085, 0.095, 0.093, 0.067, 0.034, -0.052, -0.476, -0.169, -0.225, -0.071, 0.048, 0.082, 0.088, 0.075, 0.104, 0.110, 0.116, 0.071, 0.091, 0.093, 0.065, 0.072, -0.050, -0.480, -0.149, -0.205, -0.085, 0.051, 0.075, 0.073, 0.076, 0.111, 0.122, 0.106, 0.092, 0.061, 0.081, 0.103, 0.072, -0.073, -0.423, -0.199, -0.151, -0.155, 0.055, 0.080, 0.078, 0.079, 0.134, 0.098, 0.118, 0.068, 0.089, 0.096, 0.041, 0.058, -0.088, -0.403, -0.119, -0.227, -0.083, 0.031, 0.070, 0.066, 0.066, 0.134, 0.105, 0.108, 0.065, 0.079, 0.083, 0.063, 0.062, -0.057, -0.429, -0.177, -0.210, -0.158, 0.036, 0.056, 0.071, 0.087, 0.131, 0.112, 0.128, 0.066, 0.093, 0.083, 0.008, 0.066, -0.054, -0.418, -0.206, -0.166, -0.071, 0.047, 0.073, 0.072, 0.059, 0.141, 0.113, 0.107, 0.051, 0.068, 0.081, 0.073, 0.030, -0.044, -0.365, -0.116, -0.177, -0.139, 0.031, 0.064, 0.076, 0.080, 0.109, 0.112, 0.122, 0.097, 0.071, 0.062, 0.044, 0.071, -0.076, -0.493, -0.130, -0.211, -0.123, 0.053, 0.080, 0.063, 0.076, 0.138, 0.123, 0.132, 0.087, 0.071, 0.089, 0.052, 0.078],
  "spin_multiplicity": 1,
  "relative_energy_kj_mol": 466.5,
  "e_homo_ev": -8.9
}

***

Entry 2:
{
  "formula": "C58H39KN4",
  "method": "ωB97M-V with the def2-TZVPD basis set",
  "species": ["K", "C", "C", "C", "C", "C", "C", "C", "C", "C", "C", "C", "C", "C", "C", "C", "C", "C", "C", "C", "N", "C", "C", "C", "C", "C", "C", "C", "C", "C", "C", "C", "C", "N", "C", "C", "C", "C", "C", "N", "C", "C", "C", "C", "C", "C", "C", "C", "N", "H", "H", "H", "H", "H", "H", "H", "H", "H", "H", "H", "H", "H", "H", "H", "H", "H", "H", "H", "H", "H", "H", "H", "H", "H", "H", "H", "H", "C", "C", "C", "C", "C", "C", "C", "C", "C", "C", "C", "C", "C", "C", "H", "H", "H", "H", "H", "H", "H", "H", "H", "H", "H"],
  "xyz": [[-0.134, 0.170, 0.155], [2.251, 7.507, 1.022], [1.347, 7.405, -0.026], [0.896, 6.160, -0.440], [1.333, 4.990, 0.185], [2.239, 5.110, 1.239], [2.694, 6.353, 1.653], [0.841, 3.653, -0.255], [-0.551, 3.433, -0.131], [-1.505, 4.351, 0.497], [-2.699, 3.722, 0.510], [-2.493, 2.416, -0.120], [-3.477, 1.415, -0.267], [-4.848, 1.769, 0.202], [-5.408, 1.093, 1.287], [-6.680, 1.409, 1.741], [-7.417, 2.409, 1.120], [-6.870, 3.090, 0.042], [-5.597, 2.772, -0.410], [-3.333, 0.096, -0.778], [-2.169, -0.483, -1.102], [-2.402, -1.727, -1.560], [-1.405, -2.634, -1.978], [-1.880, -4.007, -2.315], [-1.745, -4.538, -3.597], [-2.189, -5.819, -3.892], [-2.779, -6.597, -2.906], [-2.919, -6.083, -1.624], [-2.473, -4.802, -1.333], [-0.008, -2.410, -2.095], [0.984, -3.422, -2.439], [2.194, -2.811, -2.393], [1.946, -1.423, -2.023], [0.620, -1.239, -1.860], [2.945, -0.432, -1.838], [2.785, 0.910, -1.433], [3.836, 1.924, -1.378], [3.250, 3.065, -0.940], [1.838, 2.752, -0.719], [1.623, 1.470, -1.045], [4.352, -0.871, -2.069], [4.818, -1.227, -3.333], [6.131, -1.637, -3.521], [7.003, -1.700, -2.444], [6.551, -1.353, -1.178], [5.239, -0.942, -0.994], [-3.845, -1.962, -1.557], [-4.421, -0.835, -1.070], [-1.204, 2.315, -0.502], [2.605, 8.478, 1.348], [0.993, 8.298, -0.529], [0.193, 6.073, -1.259], [2.574, 4.209, 1.738], [3.393, 6.418, 2.479], [-1.285, 5.316, 0.929], [-3.616, 4.080, 0.950], [-4.819, 0.330, 1.779], [-7.090, 0.876, 2.591], [-8.411, 2.657, 1.475], [-7.433, 3.874, -0.453], [-5.165, 3.301, -1.251], [-1.286, -3.925, -4.364], [-2.074, -6.206, -4.898], [-3.123, -7.599, -3.135], [-3.371, -6.682, -0.843], [-2.570, -4.400, -0.333], [0.796, -4.462, -2.658], [3.157, -3.267, -2.566], [4.868, 1.788, -1.662], [3.722, 4.026, -0.803], [4.132, -1.175, -4.170], [6.470, -1.906, -4.515], [8.027, -2.024, -2.589], [7.217, -1.409, -0.325], [4.876, -0.684, -0.007], [-4.353, -2.851, -1.902], [-5.476, -0.644, -0.943], [3.988, -4.776, 2.980], [3.527, -3.893, 3.949], [2.507, -2.999, 3.666], [1.914, -2.967, 2.403], [2.385, -3.859, 1.435], [3.409, -4.752, 1.717], [0.834, -2.013, 2.047], [0.404, -1.050, 2.843], [-0.442, 0.011, 3.096], [-1.787, -0.193, 3.540], [-2.617, 0.862, 3.854], [-2.209, 2.190, 3.730], [-0.916, 2.414, 3.252], [-0.055, 1.385, 2.948], [4.791, -5.468, 3.205], [3.973, -3.897, 4.939], [2.146, -2.297, 4.409], [1.950, -3.832, 0.441], [3.756, -5.422, 0.939], [0.511, -2.216, 1.005], [-2.146, -1.212, 3.639], [-3.627, 0.636, 4.189], [-2.881, 3.012, 3.940], [-0.566, 3.429, 3.094], [0.937, 1.611, 2.569]],
  "lowdin_charge": [0.789, -0.122, -0.102, -0.044, -0.202, -0.037, -0.097, -0.061, -0.254, -0.036, -0.024, -0.242, -0.054, -0.204, -0.030, -0.092, -0.122, -0.104, -0.044, -0.247, 0.037, -0.248, -0.058, -0.203, -0.044, -0.103, -0.121, -0.096, -0.034, -0.256, -0.035, -0.034, -0.249, 0.059, -0.058, -0.249, -0.024, -0.026, -0.250, 0.039, -0.208, -0.044, -0.104, -0.121, -0.093, -0.028, -0.026, -0.023, 0.044, 0.086, 0.091, 0.118, 0.120, 0.093, 0.097, 0.099, 0.115, 0.094, 0.086, 0.090, 0.117, 0.118, 0.091, 0.086, 0.093, 0.123, 0.094, 0.095, 0.095, 0.093, 0.118, 0.090, 0.086, 0.094, 0.126, 0.093, 0.095, -0.140, -0.122, -0.054, -0.227, -0.048, -0.113, -0.153, -0.064, -0.331, -0.076, -0.154, -0.152, -0.136, -0.106, 0.079, 0.085, 0.097, 0.095, 0.089, 0.071, 0.095, 0.083, 0.074, 0.091, 0.100],
  "spin_multiplicity": 1,
  "relative_energy_kj_mol": 59.0,
  "charge": -2,
  "e_homo_ev": -0.5
}